[1]
58
Properties=species:S:1:pos:R:3:forces:R:3:nbo_charge:R:1 method="wB97M-V/def2-TZVPD" total_charge=0 max_force_ev_per_a=3.210 homo_energy_ha=-0.314 e_tot_ev=-81097.78495 spin_multiplicity=1 e_above_lowest_kj_mol=29.87 orbital_gap_ev=6.007
C -0.861065 3.441116 0.261545 -0.299 0.237 0.238 -0.43
C 1.800918 -2.124242 1.355986 0.421 -1.419 2.101 0.52
H 2.782866 -3.248170 -2.990328 0.067 0.070 0.047 0.23
H -0.167282 3.851139 -2.328233 0.384 -0.027 0.163 0.21
Cl 3.436159 -5.996952 -2.883928 0.007 0.072 0.174 0.07
C -3.947957 0.060234 1.571729 -0.095 -0.184 0.002 -0.41
C -2.103669 -0.581229 -1.031954 -0.167 0.621 0.747 -0.07
H -4.649425 -0.026756 0.727831 0.201 0.079 0.242 0.19
H -1.179348 4.238038 0.954355 -0.028 -0.286 -0.143 0.24
H -1.609837 3.423629 -0.549950 0.267 -0.222 0.282 0.21
O -2.987055 2.680663 2.216106 0.545 -0.841 -0.494 -0.62
C 3.024627 -4.893254 -1.632569 -0.389 0.787 0.603 0.02
C 3.034494 4.427767 -1.258252 -0.211 0.034 -0.118 -0.23
C -2.940448 -1.840919 -0.837408 -0.155 -0.311 -0.146 -0.62
C 0.690182 3.964483 -1.656737 0.196 -0.244 0.320 -0.22
H 1.356184 3.983756 1.688393 0.158 -0.009 -0.378 0.21
H 0.304299 0.730758 -0.021908 -0.676 0.085 0.280 0.39
C 2.730669 -3.559293 -1.955932 0.010 -0.276 0.059 -0.20
H 1.561708 -1.105260 1.036018 -0.100 -0.033 0.396 0.21
H -3.193348 0.064377 -2.778833 0.066 0.053 0.159 0.21
H -4.402145 0.710538 2.326055 0.225 -0.081 -0.158 0.25
N -2.678191 0.629182 1.174283 -0.165 0.612 0.019 -0.45
H 2.191055 -1.620666 -1.198063 -0.138 -0.227 -0.083 0.23
H 2.120832 4.316930 -3.221360 0.028 0.066 0.288 0.21
H -0.229918 -1.650021 -1.248667 -0.044 0.016 -0.056 0.19
B 1.435503 -1.606836 3.739302 -0.948 0.949 1.522 0.39
H -3.150049 -2.320631 -1.800726 0.063 0.070 0.085 0.21
C 2.353835 -2.670244 -0.960868 0.033 -0.170 0.248 -0.12
Cl 1.466513 -2.667081 5.273428 0.030 0.309 -0.742 -0.23
H -3.786136 -0.937261 1.999616 -0.077 0.157 -0.052 0.20
H 3.632746 4.522870 0.820447 -0.231 -0.028 -0.261 0.22
C -2.303173 1.881293 1.587261 -0.334 0.328 0.073 0.70
C 2.812176 4.352071 0.119351 0.019 -0.078 0.081 -0.22
H -2.331724 1.385351 -1.996882 -0.017 -0.149 0.207 0.22
C 2.585123 -4.430421 0.708689 0.001 0.267 -0.363 -0.08
C -1.664500 -0.065415 0.398260 0.233 -0.459 0.136 0.17
Cl -0.312700 -0.932801 3.422629 0.622 -0.188 0.123 -0.28
H -0.256424 2.262708 1.985297 -0.046 -0.035 -0.284 0.21
H -3.840109 0.748089 -1.292347 0.243 -0.031 0.028 0.22
H 2.591248 -4.748410 1.747944 -0.169 0.040 -0.179 0.25
N -0.606169 0.909837 0.391067 0.739 0.152 -0.904 -0.68
C 1.965452 4.247437 -2.143836 0.128 0.023 0.061 -0.21
C 2.974846 -5.313911 -0.292973 -0.099 0.103 0.039 -0.25
H -3.906851 -1.631949 -0.368992 0.222 -0.054 -0.088 0.22
C 0.492311 3.804987 -0.281024 -0.063 0.168 -0.019 -0.04
C -0.878573 2.128514 1.080420 -0.572 0.389 0.500 -0.11
C -2.907452 0.472762 -1.799056 -0.090 -0.014 -0.274 -0.62
C 2.223272 -3.094082 0.379804 0.388 -0.248 -0.403 -0.23
H -1.343701 -0.959483 0.985159 -0.236 0.160 -0.371 0.17
O 1.750558 -2.486045 2.594502 0.486 0.131 -3.171 -0.55
H -2.408662 -2.568084 -0.212229 -0.079 0.058 -0.064 0.21
C 1.545140 4.041269 0.611513 0.135 -0.065 -0.363 -0.16
H 4.032194 4.650574 -1.644786 -0.339 -0.075 0.146 0.21
C -0.833707 -0.918819 -1.798934 0.140 -0.037 -0.271 -0.61
H 3.231322 -6.344130 -0.060521 -0.025 0.223 0.046 0.24
Cl 2.657703 -0.218728 3.857612 -0.191 -0.337 -0.304 -0.24
H -1.071153 -1.347884 -2.780759 -0.013 -0.017 0.204 0.22
H -0.233165 -0.021397 -1.986544 -0.061 -0.112 0.065 0.21



[2]
14
Properties=species:S:1:pos:R:3:forces:R:3:nbo_charge:R:1 method="wB97M-V/def2-TZVPD" total_charge=0 max_force_ev_per_a=7.105 homo_energy_ha=-0.304 e_tot_ev=-11421.17084 smiles=OCc1occc1O spin_multiplicity=1 e_above_lowest_kj_mol=312.73 orbital_gap_ev=8.785
C -0.788524 -0.522953 0.036916 6.823 -1.200 1.146 0.28
C 1.013777 -1.723552 1.055148 -0.787 -1.494 0.210 0.14
C -0.313301 -1.764769 0.654279 -1.441 -0.102 0.824 -0.38
O -0.554894 1.775826 -1.083369 -3.046 -1.190 -6.308 -0.70
C 0.460760 0.124670 -0.060701 0.248 0.220 1.772 0.06
H 1.802390 -2.461838 1.535614 -2.256 1.621 -1.050 0.22
O 1.504550 -0.554573 0.691962 -1.005 2.041 -2.222 -0.41
H 0.471583 2.358131 0.548880 -0.078 -2.137 -1.410 0.17
C 0.533399 1.572148 -0.371752 4.552 2.785 3.534 -0.09
O -1.998830 -0.220629 -0.317479 -2.028 1.146 -1.294 -0.66
H 1.454381 2.056693 -0.886471 -0.842 -1.501 0.558 0.17
H -2.022598 0.659905 -0.819216 0.380 -1.490 1.387 0.52
H -0.417201 1.074009 -1.902207 -0.726 2.739 2.526 0.46
H -1.145492 -2.373068 0.918397 0.204 -1.439 0.327 0.22



[3]
11
Properties=species:S:1:pos:R:3:forces:R:3:nbo_charge:R:1 method="wB97M-V/def2-TZVPD" total_charge=0 max_force_ev_per_a=6.184 homo_energy_ha="-0.344 / -0.353" e_tot_ev=-11253.58762 spin_multiplicity=1 e_above_lowest_kj_mol=866.35 orbital_gap_ev="8.600 / 9.071"
H 0.760146 1.341796 0.238152 -1.172 -1.115 -1.346 0.26
H -0.191082 -1.602501 -0.552857 0.677 0.652 0.232 0.21
O 0.154841 0.276088 2.282009 -1.581 0.798 -2.719 -0.66
C 0.410950 -0.703881 -0.826628 -3.526 0.644 3.454 -0.07
H -0.605312 1.110697 -0.920148 -2.498 2.348 -3.133 0.22
O -1.974901 -0.016305 1.124113 1.107 0.445 -0.811 -0.31
C -0.099857 0.691158 -0.183083 4.981 -1.777 3.204 -0.30
N 1.008880 -0.774080 -1.874297 1.996 -0.983 -2.795 0.15
H -0.239309 -0.570732 2.501752 -0.122 -0.367 0.371 0.46
N -0.904167 0.565263 0.973809 0.054 -1.261 3.519 0.31
O 1.679812 -0.317504 -2.762822 0.085 0.616 0.022 -0.27



[4]
71
Properties=species:S:1:pos:R:3:forces:R:3:mulliken_charge:R:1 method="wB97M-V/def2-TZVPD" total_charge=0 max_force_ev_per_a=1.232 homo_energy_ha=-0.383 e_tot_ev=-105685.04571 spin_multiplicity=1 e_above_lowest_kj_mol=0.00 orbital_gap_ev=10.708
F -0.037269 -3.086309 2.150132 -0.091 0.136 -0.001 -0.49
C 4.202493 1.778358 -0.947648 -0.028 0.719 -0.255 -1.35
H -0.296490 -0.612101 -0.874158 0.237 -0.468 0.125 0.26
H 2.151386 1.202514 3.700503 0.014 -0.084 -0.194 0.15
H 0.578580 -2.374691 -1.485065 -0.051 0.191 0.338 0.15
C -3.452783 0.131449 2.412109 0.069 -0.028 0.261 -1.11
O -0.001576 -1.687245 -1.854462 -0.055 0.225 -0.422 -0.26
H -0.100622 4.523745 -0.521437 0.081 0.025 0.024 0.41
H 0.318075 2.784070 4.534512 0.006 0.028 0.049 0.41
H 3.276041 -1.569754 -0.860081 -0.171 0.125 0.168 0.20
H 0.994691 4.352853 -1.895099 0.007 -0.008 -0.059 0.40
C -0.258703 2.247775 -3.123486 -0.069 -0.009 0.030 -1.03
H 0.523055 -2.205039 -4.375874 0.135 -0.152 -0.105 0.30
H -0.612135 2.268039 3.086868 -0.130 -0.132 0.338 0.12
H 4.830168 -0.902280 -1.293859 -0.144 0.230 -0.194 0.47
H 0.101709 2.842553 -3.962567 -0.002 0.126 0.095 0.53
H 0.166325 0.368563 0.440672 0.135 -0.051 -0.045 0.11
O -1.583695 2.293432 -1.149956 -0.169 -0.102 0.020 -0.54
C 0.328319 3.808595 -1.228063 -0.139 -0.368 0.413 -1.18
F 1.858757 -4.078780 3.310947 0.069 -0.085 0.337 -0.51
H -4.515454 -1.559750 -0.428571 -0.064 -0.110 0.111 0.37
C 0.378808 2.351439 3.540826 0.124 -0.108 -0.856 -1.17
F 1.223215 -2.936817 0.093664 0.277 0.126 -0.228 -0.82
H 4.275458 -0.712129 0.327368 -0.281 0.075 0.048 0.34
H -1.054035 1.604690 -3.500480 0.071 -0.043 0.030 0.15
H -1.459029 -0.544620 -3.920691 0.162 -0.101 0.108 0.22
H 0.937837 3.012950 2.871023 -0.032 0.185 0.229 0.32
H -0.802134 -3.377570 -4.649182 0.003 0.202 -0.083 0.40
H -1.925471 2.812740 -0.414132 -0.105 0.059 0.004 0.25
H -0.412842 -0.192546 4.570121 -0.069 0.248 0.145 0.22
H 3.810442 2.658004 -1.465833 0.077 -0.047 -0.063 0.30
H -5.232768 -0.851218 1.828311 0.082 0.038 0.074 0.32
C -3.782658 -1.321471 0.346888 0.416 0.389 -0.867 -0.86
C -4.389649 -0.345392 1.336670 -0.687 -0.661 0.167 0.39
H 0.898801 3.062643 -0.666573 0.108 0.076 -0.095 0.09
H 2.827601 0.466040 -2.074471 0.069 0.463 -0.120 0.26
C -0.789625 3.125453 -2.005963 0.832 0.744 -0.304 0.44
H 1.184372 -0.502721 2.273785 0.104 -0.082 0.027 0.10
O -4.918475 0.787027 0.636025 0.226 0.165 0.058 -0.57
H -3.362208 -2.252184 0.725258 -0.181 0.084 0.433 0.43
C -1.917938 -1.301263 -3.276349 0.188 0.489 -0.058 -1.24
F 1.043634 -5.095096 1.190273 -0.054 -0.083 0.056 -0.51
H -1.424049 -3.120285 -2.253737 -0.141 0.213 0.111 0.22
O 0.897733 0.425779 2.241621 -0.119 0.196 -0.227 -0.57
H -3.985891 0.791854 3.096215 0.066 0.138 -0.075 0.42
H -2.582200 0.647546 2.003002 -0.009 -0.001 -0.027 0.02
H -2.671637 -1.790805 -3.889998 -0.135 -0.085 0.196 0.47
H -2.384759 -0.780005 -2.437866 -0.196 -0.095 -0.094 0.21
H 2.437181 0.858622 0.694882 -0.108 -0.104 0.060 0.04
H -2.966979 -0.808976 -0.174263 -0.019 -0.045 0.071 -0.07
C 0.651557 0.042258 4.624434 0.090 -0.487 -0.430 -1.42
C -0.114069 -2.956642 -3.912186 -0.481 -0.013 0.171 -1.50
H 5.208970 1.572057 -1.310933 -0.088 -0.095 -0.172 0.39
O -0.571228 0.067157 -0.143446 -0.391 -0.225 -0.028 0.42
H 0.947678 0.401043 5.608696 -0.207 0.122 0.039 0.44
H 0.582749 1.647437 -2.766691 -0.136 -0.138 0.017 0.04
H 0.451525 -3.813563 -3.544637 0.298 0.226 0.070 0.45
H -3.106001 -0.718978 3.001660 0.127 -0.014 -0.107 0.37
H -1.370049 3.961036 -2.416087 -0.538 -0.483 -0.067 0.36
H -1.030220 0.828553 -0.583991 0.147 0.653 0.070 0.52
As 1.576967 -3.544979 1.712129 -0.399 -0.471 -0.030 1.98
F 2.118254 -1.931227 2.132473 0.101 0.335 0.090 -0.57
C -0.913149 -2.307099 -2.782989 0.235 -0.857 -0.186 0.75
O 2.120194 0.810976 -0.216226 -0.002 0.209 -0.417 0.22
C 1.082422 1.005709 3.530891 0.089 0.119 0.617 0.70
C 3.923904 -0.706624 -0.710085 0.618 -0.388 0.032 -1.39
H -5.807083 0.570370 0.343606 0.024 0.011 -0.083 0.31
C 3.255810 0.608145 -1.081438 0.015 -0.933 0.805 0.51
H 4.306221 2.088047 0.096138 -0.042 -0.277 0.074 0.31
H 1.169088 -0.909369 4.464128 0.023 0.046 0.086 0.36
F 3.192888 -3.911977 1.272722 0.211 0.019 -0.305 -0.49